{"formula": "C8H22N6", "method": "wB97M-V/def2-TZVPD", "species": ["C", "C", "C", "C", "C", "C", "C", "C", "N", "N", "N", "N", "N", "N", "H", "H", "H", "H", "H", "H", "H", "H", "H", "H", "H", "H", "H", "H", "H", "H", "H", "H", "H", "H", "H", "H"], "coordinates": [[-7.1247, -2.1348, -0.5506], [-5.3849, -1.1216, 0.8431], [-4.5746, 1.0722, 0.2493], [-6.8039, -0.6851, 1.2677], [-2.0726, 1.6279, 0.2435], [-3.7508, 3.1567, -0.1950], [10.7149, -0.9112, 0.3030], [12.3849, 0.4601, -0.7093], [-7.7137, -1.2758, 0.2591], [-4.3856, -0.2703, 0.3343], [-5.7920, -2.1828, -0.2474], [-7.6039, -2.7827, -1.5401], [-3.5184, 1.8344, 0.2791], [11.2979, 0.4107, 0.2190], [-5.0050, -1.7767, 1.6756], [-6.9404, 0.4091, 0.9181], [-6.9437, -0.8195, 2.3091], [-8.6006, -0.8642, 0.1585], [-1.6731, 2.5952, 0.2771], [-1.5879, 0.9945, 1.0100], [-1.7514, 1.1713, -0.7274], [-4.7512, 3.3694, -0.4640], [-3.3299, 3.8930, 0.6226], [-3.2002, 3.3575, -1.0884], [11.6811, -1.4649, 0.2804], [10.1530, -1.3428, 1.1065], [10.1320, -1.1646, -0.7177], [13.0042, -0.4589, -0.4877], [12.0054, 0.3736, -1.6975], [12.9558, 1.4203, -0.6181], [10.6048, 1.1034, 0.0184], [-3.4597, -0.7957, 0.4210], [-5.0808, -2.1446, -1.0452], [-8.6333, -2.6058, -1.6832], [-6.9432, -3.1178, -2.2327], [11.6916, 0.6708, 1.2088]], "forces_ev_per_angstrom": [[3.441, 2.272, 2.161], [-1.637, -3.549, -0.122], [-0.664, -1.014, 0.314], [0.478, 3.870, -3.452], [0.509, -2.728, -0.750], [1.232, 2.986, 2.058], [0.566, -3.322, -3.832], [2.704, -0.139, -0.399], [0.505, -1.290, 1.643], [1.773, -0.885, 0.785], [1.921, 0.747, -0.744], [-3.146, -0.349, -1.696], [0.245, 0.026, -0.892], [-0.407, 1.645, 4.530], [0.059, 0.855, -0.840], [0.724, -1.193, 1.640], [-0.833, -0.509, 0.689], [-1.221, 0.036, -0.304], [0.937, 1.111, 0.264], [-0.812, 0.328, 0.042], [-0.360, 0.414, 0.518], [-1.139, -0.039, 0.381], [-1.077, -1.006, -1.622], [0.687, -0.023, -0.666], [-1.217, -0.715, -0.020], [-0.466, 1.136, 0.915], [1.428, 0.723, 2.333], [-0.215, 1.410, -0.417], [-0.311, -0.097, -0.902], [-0.475, -1.009, 0.036], [-0.603, 0.807, -0.172], [-1.050, 1.479, -0.065], [-1.645, -0.494, 1.372], [1.793, -0.824, -0.639], [-0.768, -0.224, -0.076], [-0.953, -0.437, -2.071]], "homo_energy_ev": -12.36, "lumo_ev": -4.7, "charge": 2, "relative_energy_kcal_mol": 10.1}